Entry 1:
60
Properties=species:S:1:pos:R:3:lowdin_charge:R:1 method="wB97M-V/def2-TZVPD" e_lumo_ha=0.02328 de_lowest_ev=0.035 e_homo_ha=-0.2966 homo_lumo_gap_ev=8.705
C -0.633 -2.887 0.837 -0.118
C -0.807 -2.385 -0.403 -0.007
C 0.074 -1.333 -0.869 -0.342
N 0.107 -0.702 -1.974 0.110
C -0.880 -1.063 -2.963 -0.314
C -2.312 -0.534 -2.695 -0.133
N -2.041 0.599 -3.592 -0.106
C -3.098 1.010 -4.490 -0.370
C -4.283 1.554 -3.701 -0.157
C -5.398 2.028 -4.629 -0.204
C -4.884 3.072 -5.617 -0.213
C -3.691 2.535 -6.405 -0.203
C -2.584 2.059 -5.468 -0.156
C -0.886 -0.110 -4.170 -0.130
N 1.017 -0.961 0.099 0.187
C 1.137 -1.558 1.311 -0.352
N 2.114 -1.055 2.148 -0.049
C 3.471 -0.878 1.627 -0.128
C 4.172 0.224 2.397 -0.104
N 4.045 -0.062 3.806 -0.115
N 4.812 0.571 4.721 0.146
C 4.309 0.162 5.869 -0.270
C 3.223 -0.709 5.716 -0.131
C 3.068 -0.832 4.358 -0.126
C 2.123 -1.611 3.500 -0.080
C 2.707 -1.172 7.043 -0.122
C 3.369 -0.145 8.006 -0.169
C 4.649 0.387 7.309 -0.110
N 0.352 -2.510 1.717 0.115
H -1.293 -3.663 1.206 0.107
H -1.602 -2.739 -1.040 0.100
H -0.821 -2.124 -3.220 0.132
H -3.084 -1.214 -3.086 0.119
H -2.550 -0.267 -1.663 0.113
H -3.451 0.136 -5.079 0.152
H -4.659 0.790 -3.015 0.108
H -3.926 2.388 -3.087 0.126
H -5.795 1.172 -5.186 0.113
H -6.227 2.432 -4.044 0.107
H -5.682 3.379 -6.297 0.106
H -4.576 3.967 -5.065 0.113
H -4.021 1.699 -7.031 0.113
H -3.306 3.300 -7.083 0.107
H -2.195 2.902 -4.887 0.126
H -1.747 1.655 -6.043 0.108
H 0.012 0.493 -4.304 0.110
H -1.134 -0.630 -5.106 0.116
H 1.563 -0.146 -0.133 0.147
H 4.029 -1.819 1.729 0.138
H 3.448 -0.625 0.570 0.117
H 5.230 0.264 2.143 0.127
H 3.721 1.193 2.171 0.129
H 1.116 -1.562 3.908 0.129
H 2.404 -2.671 3.479 0.134
H 1.620 -1.163 7.130 0.107
H 3.040 -2.190 7.266 0.111
H 2.679 0.688 8.151 0.108
H 3.575 -0.571 8.988 0.102
H 5.528 -0.198 7.590 0.113
H 4.855 1.428 7.553 0.109


Entry 2:
64
Properties=species:S:1:pos:R:3:lowdin_charge:R:1 method="wB97M-V/def2-TZVPD" e_lumo_ha=0.01114 de_lowest_ev=0.564 e_homo_ha=-0.2550 homo_lumo_gap_ev=7.241
Pd 0.593 -1.247 -0.493 0.834
C -1.181 -2.003 2.597 -0.035
C 0.304 -1.863 2.787 -0.316
C 0.845 -1.815 4.091 -0.020
C 2.194 -1.730 4.268 -0.026
C 3.048 -1.709 3.145 -0.194
C 4.457 -1.618 3.196 -0.635
Br 5.361 -1.517 4.866 0.742
C 5.191 -1.583 2.047 -0.179
C 4.558 -1.654 0.799 -0.601
Br 5.616 -1.597 -0.767 0.763
C 3.182 -1.783 0.645 -0.432
O 2.611 -1.924 -0.507 -0.190
C 2.427 -1.770 1.878 -0.136
N 1.079 -1.823 1.728 0.092
H -1.596 -2.680 3.343 0.080
H -1.391 -2.387 1.602 0.048
H -1.682 -1.037 2.706 0.080
H 0.179 -1.845 4.946 0.112
H 2.620 -1.683 5.261 0.079
H 6.267 -1.490 2.093 0.093
C -4.293 -3.143 -0.227 -0.067
C -4.354 -2.036 -1.280 -0.205
N -3.840 -0.747 -0.827 -0.083
C -4.819 0.274 -0.459 -0.213
C -5.332 0.154 0.973 -0.070
C -2.506 -0.590 -0.606 -0.410
C -2.025 0.705 -0.014 -0.010
N -1.620 -1.484 -0.903 0.072
H -4.768 -4.044 -0.617 0.079
H -4.822 -2.844 0.679 0.068
H -3.268 -3.391 0.048 0.059
H -5.390 -1.881 -1.574 0.116
H -3.814 -2.343 -2.180 0.119
H -5.656 0.187 -1.151 0.116
H -4.384 1.257 -0.623 0.109
H -5.943 -0.742 1.099 0.069
H -5.949 1.018 1.227 0.079
H -4.503 0.101 1.681 0.069
H -1.873 1.430 -0.816 0.088
H -1.053 0.524 0.437 0.060
H -2.700 1.124 0.728 0.075
H -1.989 -2.314 -1.341 0.049
C 0.415 3.450 -1.191 -0.016
C 1.087 2.533 -2.206 -0.472
C 0.875 3.064 -3.608 -0.008
O 0.438 1.239 -2.094 0.070
B 1.251 0.448 -1.312 -0.644
O 2.455 1.015 -1.035 0.102
C 2.575 2.213 -1.838 -0.468
C 3.271 3.277 -1.013 -0.005
C 3.422 1.845 -3.047 -0.005
H -0.650 3.512 -1.423 0.087
H 0.835 4.456 -1.221 0.091
H 0.522 3.047 -0.182 0.098
H -0.189 3.248 -3.766 0.091
H 1.211 2.349 -4.357 0.087
H 1.414 4.005 -3.748 0.098
H 2.796 3.395 -0.041 0.089
H 3.263 4.235 -1.539 0.096
H 4.308 2.981 -0.851 0.096
H 2.932 1.074 -3.644 0.101
H 4.371 1.440 -2.695 0.092
H 3.620 2.717 -3.673 0.093


Entry 3:
63
Properties=species:S:1:pos:R:3:lowdin_charge:R:1 method="wB97M-V/def2-TZVPD" e_lumo_ha="0.01987 / 0.01441" spin_multiplicity=5 e_homo_ha="-0.2300 / -0.2421" homo_lumo_gap_ev="6.799 / 6.981"
H 1.218 3.023 0.330 0.103
N 0.753 1.645 -1.167 -0.056
B 0.271 0.366 -3.273 -0.466
N 0.657 1.697 -2.548 0.001
C 0.917 2.953 -2.954 -0.060
Cr 0.360 0.004 -0.139 0.620
H 0.969 3.177 -4.017 0.125
C 1.188 3.729 -1.823 -0.051
H 1.472 4.779 -1.746 0.099
C 1.099 2.870 -0.730 -0.118
H 0.289 0.491 -4.460 0.115
C -0.632 -1.456 1.024 -0.133
H -0.650 -1.412 2.124 0.063
H 0.163 -2.261 0.830 0.090
H -1.534 -1.882 0.585 0.032
N -1.165 0.009 -2.769 0.002
N 1.208 -0.790 -2.817 0.010
N -1.314 -0.126 -1.390 -0.035
N 1.214 -1.139 -1.467 -0.077
C -2.358 -0.231 -3.389 -0.035
C 2.040 -1.614 -3.474 -0.058
H -2.448 -0.231 -4.456 0.116
H 2.197 -1.483 -4.544 0.128
C -3.288 -0.523 -2.374 -0.057
C 2.566 -2.542 -2.568 -0.048
C -2.601 -0.443 -1.165 -0.132
C 1.975 -2.243 -1.340 -0.127
H -4.332 -0.816 -2.457 0.096
H 3.293 -3.334 -2.728 0.099
H -2.967 -0.639 -0.176 0.107
H 2.045 -2.752 -0.391 0.098
H -1.003 -0.362 0.991 0.054
C 0.338 0.466 6.444 -0.058
C 0.157 1.082 5.101 -0.279
C -0.516 2.301 4.927 -0.029
C -0.758 2.833 3.653 -0.281
C -1.473 4.144 3.540 -0.063
C -0.248 2.174 2.547 -0.012
C 0.648 1.100 2.708 -0.316
C 0.736 0.512 3.984 -0.033
N 1.356 0.628 1.603 -0.070
C 2.774 0.281 1.725 -0.660
C 3.443 1.100 2.803 -0.049
C 2.980 -1.181 2.072 -0.043
C 3.528 0.573 0.423 -0.047
H 0.868 1.136 7.121 0.080
H -0.615 0.244 6.921 0.077
H 0.908 -0.468 6.378 0.077
H -0.905 2.796 5.790 0.105
H -2.512 4.145 3.891 0.077
H -0.973 4.894 4.169 0.083
H -1.493 4.503 2.506 0.073
H -0.568 2.420 1.545 0.093
H 1.282 -0.429 4.028 0.096
H 3.042 0.835 3.781 0.071
H 4.527 1.002 2.770 0.086
H 3.226 2.139 2.595 0.091
H 2.430 -1.816 1.365 0.045
H 4.045 -1.427 1.984 0.090
H 2.626 -1.368 3.095 0.072
H 3.177 -0.099 -0.379 0.061
H 3.350 1.615 0.149 0.072
H 4.619 0.463 0.558 0.090


Entry 4:
63
Properties=species:S:1:pos:R:3:lowdin_charge:R:1 method="wB97M-V/def2-TZVPD" e_lumo_ha=0.01419 de_lowest_ev=0.682 e_homo_ha=-0.2411 homo_lumo_gap_ev=6.948
Pt 0.601 0.640 0.210 0.676
C 0.009 -2.154 -0.862 -0.063
O -0.479 -1.213 0.096 -0.350
C -0.538 -1.735 1.433 -0.183
C -1.446 -0.859 2.272 -0.205
O -0.934 0.448 2.332 -0.260
C -1.666 1.325 3.160 -0.077
H -0.677 -3.004 -0.907 0.099
H 1.011 -2.490 -0.587 0.094
H 0.055 -1.639 -1.816 0.103
H 0.470 -1.772 1.853 0.135
H -0.965 -2.742 1.384 0.133
H -1.527 -1.284 3.282 0.136
H -2.445 -0.866 1.814 0.137
H -1.575 1.040 4.214 0.095
H -2.727 1.345 2.887 0.096
H -1.246 2.319 3.014 0.082
C 5.896 0.102 -0.249 -0.004
C 4.584 -0.614 -0.530 -0.480
C 4.703 -2.089 -0.152 -0.009
O 3.565 -0.044 0.305 0.051
B 2.391 0.056 -0.405 -0.872
O 2.596 -0.333 -1.727 0.053
C 4.012 -0.400 -1.962 -0.481
C 4.419 0.941 -2.574 -0.002
C 4.295 -1.525 -2.943 -0.007
H 6.197 -0.084 0.782 0.092
H 5.790 1.176 -0.384 0.086
H 6.681 -0.269 -0.912 0.095
H 4.942 -2.163 0.909 0.094
H 5.489 -2.583 -0.724 0.090
H 3.758 -2.604 -0.330 0.086
H 4.169 1.758 -1.896 0.092
H 3.858 1.085 -3.497 0.097
H 5.485 0.976 -2.799 0.090
H 3.884 -2.468 -2.589 0.082
H 5.370 -1.639 -3.094 0.095
H 3.837 -1.291 -3.903 0.092
S -0.400 2.351 -1.736 0.243
P 0.439 3.552 -0.397 0.146
S 1.774 2.524 0.780 0.360
C 1.189 4.990 -1.206 -0.378
C 0.385 5.850 -1.948 -0.088
C 0.959 6.926 -2.602 -0.080
C 2.328 7.148 -2.516 -0.087
C 3.127 6.292 -1.776 -0.082
C 2.558 5.210 -1.120 -0.100
C -0.824 4.279 0.703 -0.393
C -2.173 4.127 0.417 -0.114
C -3.126 4.682 1.260 -0.084
C -2.731 5.388 2.386 -0.089
C -1.380 5.539 2.673 -0.086
C -0.427 4.986 1.836 -0.105
H -0.681 5.666 -2.018 0.106
H 0.338 7.595 -3.183 0.103
H 2.772 7.991 -3.030 0.101
H 4.194 6.463 -1.709 0.103
H 3.171 4.529 -0.542 0.071
H -2.461 3.561 -0.460 0.061
H -4.178 4.560 1.036 0.102
H -3.475 5.820 3.044 0.101
H -1.071 6.088 3.554 0.103
H 0.627 5.088 2.069 0.101


Entry 5:
60
Properties=species:S:1:pos:R:3:lowdin_charge:R:1 method="wB97M-V/def2-TZVPD" e_lumo_ha=0.01747 de_lowest_ev=2.070 e_homo_ha=-0.3049 homo_lumo_gap_ev=8.772
C -0.807 -1.010 5.212 -0.079
C 0.204 -2.104 5.578 -0.252
N 1.600 -1.805 5.317 -0.202
C 2.139 -0.739 6.147 -0.270
C 3.606 -0.991 6.488 -0.087
C 1.933 -1.633 3.914 -0.215
C 1.733 -2.919 3.111 -0.159
C 2.475 -2.884 1.772 -0.177
N 1.957 -1.873 0.884 0.078
C 1.228 -2.171 -0.217 -0.415
O 1.012 -3.312 -0.587 0.066
C 0.733 -0.980 -0.930 -0.102
O 0.991 0.252 -0.382 0.087
C 0.426 1.159 -1.209 -0.199
C 0.455 2.538 -1.066 0.019
C -0.185 3.279 -2.030 0.015
C -0.842 2.671 -3.115 -0.205
C -0.862 1.291 -3.271 -0.026
C -0.208 0.522 -2.293 -0.037
C 0.011 -0.883 -2.090 -0.103
C -0.419 -2.015 -2.949 -0.010
C -1.538 0.652 -4.461 -0.304
O -2.655 -0.141 -4.103 -0.017
C -1.887 1.718 -5.508 -0.056
C -2.397 3.024 -4.887 -0.539
C -3.721 2.844 -4.130 0.000
C -2.564 4.086 -5.974 -0.013
O -1.419 3.544 -3.986 0.002
H -0.819 -0.831 4.140 0.062
H -0.568 -0.078 5.719 0.066
H -1.804 -1.321 5.515 0.070
H -0.046 -3.019 5.038 0.103
H 0.121 -2.323 6.646 0.113
H 1.571 -0.717 7.080 0.113
H 2.036 0.250 5.669 0.117
H 4.236 -0.937 5.604 0.059
H 3.714 -1.979 6.927 0.074
H 3.953 -0.247 7.201 0.068
H 2.992 -1.366 3.870 0.112
H 1.364 -0.806 3.454 0.116
H 2.112 -3.755 3.700 0.121
H 0.675 -3.089 2.912 0.113
H 3.543 -2.704 1.939 0.123
H 2.350 -3.838 1.254 0.119
H 2.060 -0.906 1.146 0.132
H 0.957 3.002 -0.234 0.119
H -0.201 4.356 -1.983 0.120
H -0.301 -2.947 -2.405 0.072
H -1.453 -1.887 -3.258 0.073
H 0.201 -2.058 -3.844 0.095
H -0.847 -0.067 -4.917 0.150
H -3.289 0.399 -3.620 0.081
H -0.985 1.947 -6.078 0.135
H -2.634 1.315 -6.192 0.135
H -4.154 3.820 -3.919 0.090
H -3.551 2.352 -3.173 0.086
H -4.428 2.269 -4.721 0.096
H -2.827 5.037 -5.520 0.088
H -3.346 3.792 -6.667 0.091
H -1.633 4.214 -6.520 0.088


Entry 6:
62
Properties=species:S:1:pos:R:3:lowdin_charge:R:1 method="wB97M-V/def2-TZVPD" e_lumo_ha=-0.00671 de_lowest_ev=19.611 e_homo_ha=-0.3044 homo_lumo_gap_ev=8.101
C -5.216 -1.260 2.308 0.020
C -4.075 -1.029 1.184 -0.239
C -2.770 -1.331 1.142 -0.032
C -2.293 -0.994 -0.079 -0.204
C -3.340 -0.455 -0.887 -0.117
N -4.541 -0.418 0.071 -0.007
C -5.836 0.159 -0.139 -0.079
H -5.891 0.302 -1.512 0.213
H -6.597 -0.287 0.043 0.002
C -5.774 1.677 0.218 -0.143
H -5.066 2.504 -0.208 0.159
H -5.735 1.802 1.201 0.050
C -7.125 2.253 -0.150 -0.544
C -8.293 1.837 0.708 -0.129
H -9.218 2.348 0.467 0.071
H -8.605 0.752 0.347 0.100
H -8.057 1.439 1.778 0.116
C -7.473 2.523 -1.449 -0.158
H -7.548 1.718 -2.045 0.030
H -8.331 3.264 -1.565 0.121
H -6.636 3.018 -2.138 0.138
H -7.164 3.538 0.538 0.215
C -3.343 0.499 -2.008 -0.066
H -3.713 1.476 -1.818 0.036
H -4.008 0.049 -3.005 0.144
H -2.251 0.382 -2.489 0.112
C -1.018 -1.321 -0.531 -0.044
C 0.031 -1.668 0.018 -0.055
C -0.191 -2.563 1.383 -0.120
N -0.140 -3.144 2.332 0.151
C 1.327 -1.813 -0.629 -0.507
O 2.223 -2.577 -0.288 0.128
O 1.430 -1.155 -1.716 0.035
C 2.620 -1.416 -2.424 -0.007
C 3.754 -0.647 -1.670 -0.464
O 4.985 -0.658 -1.874 -0.001
N 3.408 0.387 -0.987 0.181
C 4.148 1.197 0.354 -0.553
O 3.538 2.020 0.792 0.203
N 5.343 1.065 0.141 0.116
H 5.855 0.140 -0.437 0.235
C 6.314 1.652 1.144 -0.529
C 7.711 0.941 0.559 -0.052
H 7.983 1.035 -0.491 0.070
H 8.487 1.490 1.065 0.056
H 7.967 -0.155 0.683 0.099
C 6.209 1.174 2.414 -0.028
H 7.002 1.591 3.059 0.124
H 6.144 0.301 2.442 -0.030
H 5.018 1.751 2.668 0.208
C 6.468 3.137 0.604 0.018
H 6.694 3.342 -0.442 0.103
H 5.649 3.553 0.786 -0.023
H 7.249 3.495 1.377 0.124
H 2.502 0.479 -0.608 0.089
H 2.977 -2.240 -2.324 0.024
H 2.476 -0.883 -3.449 0.196
H -0.878 -0.662 -1.424 0.146
H -2.400 -1.882 1.953 0.090
H -4.669 -1.803 3.348 0.169
H -5.624 -0.398 2.507 -0.028
H -6.032 -1.879 1.922 0.068


no.,E_tot (eV)
1,-33747.26865
2,-178190.53226
3,-62862.14166
4,-66409.04765
5,-34504.23826
6,-37466.56907